ORCA calculation (wB97M-V/def2-TZVPD) on a cluster of 2 separate species, C12H19NO in total in a non-equilibrium geometry.

Last column: Mulliken charge in e.
Element x y z (Å)
O 4.018 1.484 1.761  -0.616
N 2.444 1.462 0.220  0.134
C 1.127 1.735 -0.289  -0.176
C -2.639 -2.971 -1.016  -0.248
C -2.367 -2.292 0.127  0.956
C -2.380 -0.191 -0.957  -0.522
C 1.941 1.911 2.740  -1.146
C 2.823 1.692 1.581  0.765
C -2.762 -2.326 -2.244  -0.646
C 3.583 0.695 -0.484  -1.028
C 0.427 2.389 -1.623  -1.194
C -2.234 -0.917 0.216  -0.510
C -1.979 -3.088 1.311  -1.248
C -2.461 -0.933 -2.161  -0.239
H -2.243 -0.439 1.180  0.314
H -2.120 -2.360 2.191  0.281
H 1.254 1.161 2.955  0.324
H 1.389 2.926 2.941  0.297
H -2.438 -0.240 -3.061  0.266
H 2.712 1.853 3.666  0.289
H -0.203 1.909 -2.097  0.446
H 0.624 0.652 -0.397  0.229
H 1.354 2.804 -2.254  0.235
H -2.790 -4.089 -0.881  0.243
H -2.703 -3.865 1.351  0.400
H 3.680 0.573 -1.351  0.570
H -0.916 -3.545 1.414  0.227
H -2.958 -2.918 -3.195  0.320
H 4.622 1.127 -0.105  0.240
H 3.357 -0.436 0.090  0.213
H 0.620 2.274 0.587  0.093
H -2.345 0.928 -0.920  0.399
H -0.438 3.034 -1.295  0.331

The HOMO energy comes out at -8.52 eV. As for the SMILES: CCN(C)C(C)=O.Cc1ccccc1. As for the total charge: 0. The value obtained for the largest force on an atom is 16.4 eV/A. The total energy comes out at -598.398830 hartree. As for the LUMO energy: 0.67 eV.

ORCA calculation (wB97M-V/def2-TZVPD) on an isolated molecule of C12H19NO3 in a non-equilibrium geometry.

Last column: Mulliken charge in e.
Element x y z (Å)
O -0.159 -4.955 -3.429  -0.469
O 0.207 4.162 0.316  -0.409
O -0.709 3.806 2.731  -0.375
N 0.191 -1.811 -0.587  -0.004
C 0.533 -2.858 -1.479  -0.644
C 0.097 2.870 0.625  0.714
C 0.578 0.496 0.156  0.613
C 0.822 1.792 -0.255  -1.236
C -0.031 -5.361 -2.086  -0.694
C -0.394 2.692 2.063  0.561
C -0.633 -3.946 -1.171  -0.661
C -1.178 3.467 3.994  -0.950
C -0.115 0.358 1.290  -0.852
C 0.864 4.624 -0.911  -0.882
C -0.468 1.329 2.304  -0.312
C 0.838 -0.582 -0.729  -1.065
H 1.039 2.031 -1.044  0.889
H -1.625 -3.701 -1.603  0.396
H -0.978 1.014 3.199  0.403
H 1.854 4.339 -1.164  0.291
H -0.545 2.926 4.655  0.324
H 2.027 -0.901 -0.346  0.222
H -2.157 2.893 3.761  0.377
H 0.136 4.062 -1.727  0.336
H 1.164 -0.297 -1.732  0.308
H -1.093 -6.079 -1.889  0.244
H -0.908 -4.686 -3.697  0.260
H -1.444 4.418 4.283  0.341
H 0.780 5.517 -0.765  0.371
H -0.780 -1.351 -0.878  0.241
H -0.225 -0.820 1.868  0.034
H 1.352 -3.189 -1.018  0.484
H 0.544 -2.449 -2.657  0.252
H -0.452 -4.382 -0.175  0.294
H 0.868 -5.427 -1.902  0.597

The HOMO energy comes out at -7.41 eV. As for the SMILES: COc1ccc(CNCCCO)cc1OC. As for the total charge: 0. The value obtained for the largest force on an atom is 19.6 eV/A. The total energy comes out at -748.671351 hartree. As for the LUMO energy: 0.80 eV.

Question: Which of these has the lowest HOMO energy?
Answer: C12H19NO

Question: largest force on an atom of number 2 (C12H19NO3)?
Answer: 19.6 eV/A

Question: Which formula does entry 1 have?
Answer: C12H19NO

What did the second record say?
ORCA calculation (wB97M-V/def2-TZVPD) on an isolated molecule of C12H19NO3 in a non-equilibrium geometry.

Last column: Mulliken charge in e.
Element x y z (Å)
O -0.159 -4.955 -3.429  -0.469
O 0.207 4.162 0.316  -0.409
O -0.709 3.806 2.731  -0.375
N 0.191 -1.811 -0.587  -0.004
C 0.533 -2.858 -1.479  -0.644
C 0.097 2.870 0.625  0.714
C 0.578 0.496 0.156  0.613
C 0.822 1.792 -0.255  -1.236
C -0.031 -5.361 -2.086  -0.694
C -0.394 2.692 2.063  0.561
C -0.633 -3.946 -1.171  -0.661
C -1.178 3.467 3.994  -0.950
C -0.115 0.358 1.290  -0.852
C 0.864 4.624 -0.911  -0.882
C -0.468 1.329 2.304  -0.312
C 0.838 -0.582 -0.729  -1.065
H 1.039 2.031 -1.044  0.889
H -1.625 -3.701 -1.603  0.396
H -0.978 1.014 3.199  0.403
H 1.854 4.339 -1.164  0.291
H -0.545 2.926 4.655  0.324
H 2.027 -0.901 -0.346  0.222
H -2.157 2.893 3.761  0.377
H 0.136 4.062 -1.727  0.336
H 1.164 -0.297 -1.732  0.308
H -1.093 -6.079 -1.889  0.244
H -0.908 -4.686 -3.697  0.260
H -1.444 4.418 4.283  0.341
H 0.780 5.517 -0.765  0.371
H -0.780 -1.351 -0.878  0.241
H -0.225 -0.820 1.868  0.034
H 1.352 -3.189 -1.018  0.484
H 0.544 -2.449 -2.657  0.252
H -0.452 -4.382 -0.175  0.294
H 0.868 -5.427 -1.902  0.597

The HOMO energy comes out at -7.41 eV. As for the SMILES: COc1ccc(CNCCCO)cc1OC. As for the total charge: 0. The value obtained for the largest force on an atom is 19.6 eV/A. The total energy comes out at -748.671351 hartree. As for the LUMO energy: 0.80 eV.